Record 1
This record from OMol25 describes a cluster of 10 separate species, C33H75N3O24 in total at a distorted geometry. The level of theory is wB97M-V/def2-TZVPD.

* LUMO energy: 0.578 eV
* E_HOMO: -0.331 Eh
* SMILES string: COC[C@H](C)N.COC[C@H](C)N.COC[C@H](C)N.COC(=O)OC.COC(=O)OC.COC(=O)OC.COC(=O)OC.COC(=O)OC.COC(=O)OC.COC(=O)OC

Structure (ORCA input):
```
! wB97M-V def2-TZVPD RIJCOSX def2/J DEFGRID3
* xyz 0 1
C -0.718 -0.114 1.411
C -0.344 -0.085 -0.070
C -1.267 -0.973 -0.905
O -0.796 -2.242 -0.441
C -1.059 -3.248 -1.343
N -0.232 1.349 -0.555
H -1.652 0.410 1.512
H -0.044 0.362 2.096
H -0.779 -1.150 1.785
H 0.667 -0.574 -0.255
H -1.067 -0.699 -1.969
H -2.309 -0.724 -0.750
H -0.668 -2.984 -2.315
H -2.148 -3.479 -1.487
H -0.738 -4.208 -1.060
H -0.301 1.242 -1.567
H -1.071 1.867 -0.283
C 1.189 0.651 4.915
C 0.675 1.354 6.138
C -0.017 2.652 5.673
O 0.860 3.529 4.921
C 1.747 4.348 5.691
N -0.202 0.497 6.951
H 1.720 -0.281 5.177
H 1.894 1.303 4.374
H 0.383 0.494 4.192
H 1.491 1.577 6.848
H -0.381 3.152 6.583
H -0.860 2.365 5.006
H 1.307 4.738 6.594
H 2.138 5.161 5.126
H 2.692 3.742 5.920
H -0.520 1.050 7.721
H -1.111 0.309 6.455
C 1.698 -2.866 -5.162
C 2.035 -1.670 -5.977
C 3.445 -1.165 -5.738
O 3.739 -0.091 -6.642
C 5.026 0.432 -6.272
N 1.792 -2.055 -7.392
H 2.350 -3.692 -5.343
H 0.714 -3.285 -5.346
H 1.877 -2.745 -4.095
H 1.357 -0.911 -5.690
H 4.229 -1.954 -5.670
H 3.490 -0.812 -4.680
H 4.921 0.990 -5.369
H 5.336 1.016 -7.112
H 5.754 -0.407 -6.240
H 2.244 -2.880 -7.659
H 2.095 -1.358 -8.089
C -2.000 4.693 0.126
O -0.700 5.296 0.407
C 0.258 4.987 -0.518
O 0.013 4.307 -1.488
O 1.390 5.566 -0.260
C 2.528 5.132 -1.015
H -2.776 5.451 -0.242
H -2.463 4.271 1.026
H -1.845 3.999 -0.631
H 3.407 5.413 -0.426
H 2.466 5.559 -2.059
H 2.507 4.050 -1.098
C 1.590 3.327 2.185
O 2.040 3.119 0.827
C 2.482 1.905 0.505
O 2.437 0.917 1.238
O 2.976 1.934 -0.748
C 3.357 0.637 -1.221
H 2.544 3.433 2.731
H 1.016 2.530 2.558
H 1.016 4.239 2.106
H 3.753 -0.014 -0.434
H 4.069 0.801 -2.014
H 2.426 0.187 -1.700
C -2.499 4.385 -3.712
O -2.997 3.099 -4.052
C -3.600 2.500 -2.994
O -3.659 3.016 -1.929
O -4.036 1.349 -3.350
C -4.712 0.588 -2.312
H -2.036 4.304 -2.805
H -3.346 5.011 -3.768
H -1.787 4.658 -4.482
H -4.425 -0.471 -2.405
H -5.771 0.682 -2.440
H -4.447 0.938 -1.343
C -6.057 -4.179 -0.486
O -6.295 -3.471 0.784
C -5.327 -2.521 0.980
O -4.451 -2.198 0.224
O -5.471 -2.074 2.207
C -4.318 -1.326 2.715
H -6.875 -4.936 -0.552
H -5.038 -4.607 -0.424
H -6.107 -3.518 -1.331
H -4.105 -0.523 2.033
H -3.477 -2.073 2.692
H -4.608 -1.031 3.672
C 2.096 -3.290 7.469
O 2.100 -3.346 6.012
C 3.000 -2.636 5.337
O 3.896 -2.066 5.842
O 2.791 -2.720 4.054
C 3.651 -2.051 3.129
H 1.270 -3.950 7.673
H 2.040 -2.292 7.803
H 2.961 -3.763 7.860
H 3.200 -2.231 2.157
H 4.692 -2.396 3.204
H 3.602 -0.997 3.280
C -1.911 -6.900 1.406
O -1.284 -5.705 1.756
C -2.101 -4.665 1.926
O -3.289 -4.697 1.679
O -1.515 -3.602 2.514
C -0.088 -3.636 2.858
H -2.341 -6.906 0.435
H -2.732 -7.171 2.137
H -1.225 -7.690 1.561
H 0.152 -4.602 3.258
H 0.090 -2.906 3.631
H 0.483 -3.407 1.949
C -1.537 0.054 -5.467
O -0.880 1.318 -5.325
C 0.180 1.419 -4.498
O 0.448 0.575 -3.655
O 0.840 2.586 -4.748
C 2.024 2.759 -3.877
H -2.120 -0.266 -4.599
H -0.833 -0.766 -5.726
H -2.224 0.205 -6.249
H 1.605 2.884 -2.862
H 2.540 3.637 -4.207
H 2.788 1.941 -4.107
*
```



Record 2
This record from OMol25 describes a cluster of 11 separate species, C33H77N11O11 in total at a distorted geometry. The level of theory is wB97M-V/def2-TZVPD.

* expectation value of S²: 0.75
* LUMO energy (alpha / beta): 1.965 / 1.925 eV
* E_HOMO (alpha / beta): 0.010 / -0.254 Eh
* energy relative to the best compared isomer or geometry (same formula, charge and spin): 0.00 kcal per mole

Structure (ORCA input):
```
! wB97M-V def2-TZVPD RIJCOSX def2/J DEFGRID3
* xyz -1 2
C 5.964 1.763 1.956
C 5.974 3.259 2.019
O 6.969 3.809 2.453
N 4.888 4.004 1.817
C 3.547 3.472 1.596
H 5.260 1.351 2.679
H 6.980 1.387 2.072
H 5.645 1.391 0.982
H 4.976 5.010 1.807
H 2.804 4.185 1.954
H 3.414 2.633 2.279
H 3.311 3.205 0.566
C -4.674 -3.000 -2.138
C -4.487 -2.207 -3.420
O -5.043 -1.127 -3.547
N -3.511 -2.661 -4.258
C -2.979 -1.936 -5.405
H -4.094 -3.922 -2.187
H -5.722 -3.209 -1.924
H -4.287 -2.411 -1.307
H -3.004 -3.435 -3.854
H -1.926 -1.693 -5.267
H -3.448 -0.963 -5.551
H -3.026 -2.530 -6.318
C -1.197 -1.217 -0.859
C -0.194 -0.082 -0.954
O 0.803 -0.176 -1.593
N -0.408 0.913 -0.108
C 0.249 2.221 -0.151
H -1.353 -1.669 -1.839
H -2.219 -0.924 -0.617
H -0.928 -1.981 -0.129
H -1.181 0.850 0.538
H -0.404 2.912 -0.685
H 1.186 2.054 -0.682
H 0.422 2.551 0.873
C -3.445 1.654 -2.783
C -2.674 2.938 -2.611
O -1.563 3.042 -3.081
N -3.209 3.877 -1.826
C -2.517 5.078 -1.310
H -3.787 1.680 -3.818
H -4.356 1.596 -2.187
H -2.858 0.749 -2.628
H -4.128 3.738 -1.431
H -2.636 4.944 -0.235
H -2.997 5.978 -1.695
H -1.461 5.121 -1.577
C -1.512 4.196 2.059
C -0.441 5.273 1.942
O 0.576 5.024 1.300
N -0.613 6.381 2.626
C 0.397 7.421 2.734
H -1.592 3.589 1.157
H -2.528 4.491 2.321
H -1.341 3.622 2.970
H -1.456 6.510 3.167
H 0.813 7.270 3.730
H -0.194 8.334 2.797
H 1.151 7.539 1.956
C -0.039 -3.810 -7.080
C 0.660 -3.130 -5.978
O 1.183 -3.823 -5.123
N 0.615 -1.792 -5.933
C 1.247 -0.942 -4.944
H 0.663 -4.092 -7.864
H -0.820 -3.214 -7.553
H -0.551 -4.672 -6.653
H -0.066 -1.373 -6.551
H 0.610 -0.062 -4.861
H 2.275 -0.751 -5.253
H 1.385 -1.398 -3.964
C -1.838 -5.620 -0.097
C -2.608 -4.699 0.812
O -1.959 -4.015 1.638
N -3.912 -4.709 0.717
C -4.806 -3.838 1.483
H -2.475 -6.364 -0.574
H -1.018 -6.120 0.418
H -1.412 -5.074 -0.939
H -4.264 -5.215 -0.083
H -5.652 -4.423 1.843
H -5.256 -3.145 0.773
H -4.288 -3.310 2.284
C 3.736 1.721 6.350
C 2.566 2.299 5.584
O 2.075 3.367 5.929
N 2.125 1.583 4.535
C 1.034 1.962 3.683
H 4.681 2.253 6.245
H 4.024 0.733 5.992
H 3.501 1.439 7.377
H 2.494 0.653 4.397
H 0.094 2.002 4.232
H 0.821 1.294 2.849
H 1.190 3.010 3.425
C 1.343 -3.845 -1.526
C 2.830 -4.161 -1.267
O 3.484 -3.562 -0.395
N 3.501 -4.976 -2.073
C 2.920 -5.697 -3.197
H 1.009 -3.080 -0.826
H 0.675 -4.701 -1.425
H 1.218 -3.580 -2.576
H 4.470 -5.140 -1.839
H 1.836 -5.594 -3.230
H 3.185 -6.754 -3.172
H 3.280 -5.273 -4.135
C 2.598 -0.745 1.020
C 3.635 -1.048 2.064
O 3.430 -0.924 3.272
N 4.834 -1.484 1.633
C 5.998 -1.785 2.447
H 3.097 -0.470 0.091
H 1.842 -0.008 1.289
H 2.108 -1.701 0.837
H 4.955 -1.711 0.657
H 5.706 -1.813 3.496
H 6.803 -1.053 2.373
H 6.361 -2.779 2.186
C -3.036 1.021 4.555
C -2.969 1.029 3.029
O -1.911 0.952 2.462
N -4.117 1.208 2.357
C -4.244 1.208 0.892
H -4.004 0.810 5.012
H -2.586 1.932 4.950
H -2.309 0.332 4.985
H -4.953 1.375 2.899
H -3.946 0.203 0.596
H -3.683 1.980 0.365
H -5.316 1.234 0.700
*
```



Record 3
This record from OMol25 describes a cluster of 7 separate species, C33H78N2O7 in total at a distorted geometry. The level of theory is wB97M-V/def2-TZVPD.

* LUMO energy: 0.624 eV
* E_HOMO: -0.316 Eh
* SMILES string: CC1(C)CCCC(C)(C)N1O.CC1(C)CCCC(C)(C)N1O.CC(C)O.CC(C)O.CC(C)O.CC(C)O.CC(C)O
* energy relative to the best compared isomer or geometry (same formula, charge and spin): 42.22 kcal per mole

Structure (ORCA input):
```
! wB97M-V def2-TZVPD RIJCOSX def2/J DEFGRID3
* xyz 0 1
C -2.310 -6.053 2.225
C -3.604 -5.325 2.502
C -3.667 -4.963 3.971
C -2.744 -3.865 4.335
C -3.040 -2.692 3.423
C -3.069 -2.948 1.948
N -3.924 -4.121 1.757
O -3.958 -4.436 0.385
C -3.729 -1.748 1.294
C -1.647 -3.161 1.359
C -4.759 -6.370 2.247
H -1.414 -5.565 2.686
H -2.068 -6.154 1.138
H -2.341 -7.063 2.588
H -4.685 -4.510 4.125
H -3.531 -5.868 4.627
H -1.678 -3.977 4.256
H -2.886 -3.421 5.333
H -2.286 -1.899 3.634
H -3.997 -2.350 3.769
H -3.212 -0.861 1.641
H -3.713 -1.859 0.193
H -4.831 -1.723 1.500
H -0.915 -3.557 2.090
H -1.815 -3.929 0.562
H -1.244 -2.214 0.930
H -5.767 -5.905 2.201
H -4.857 -7.070 3.076
H -4.555 -6.977 1.348
H -4.848 -4.192 0.099
C -0.695 0.403 2.321
C 0.549 0.605 3.228
C 0.524 -0.252 4.456
C 1.002 -1.657 4.330
C 2.368 -1.672 3.549
C 2.382 -0.846 2.259
N 1.868 0.470 2.559
O 1.971 1.320 1.430
C 3.901 -0.605 1.875
C 1.724 -1.626 1.053
C 0.451 2.031 3.767
H -1.486 0.924 2.796
H -1.093 -0.659 2.203
H -0.578 0.859 1.326
H 1.272 0.260 5.088
H -0.426 -0.188 4.992
H 0.305 -2.299 3.776
H 1.205 -2.120 5.306
H 2.529 -2.740 3.287
H 3.111 -1.385 4.298
H 4.271 0.116 2.586
H 4.507 -1.489 1.814
H 3.986 -0.106 0.899
H 0.654 -1.779 1.288
H 1.748 -1.060 0.148
H 2.340 -2.497 0.904
H 1.441 2.437 4.032
H -0.227 2.102 4.587
H 0.077 2.594 2.965
H 1.269 1.099 0.824
C -0.985 4.349 -5.103
C -1.545 3.538 -6.293
C -0.527 3.453 -7.346
O -1.904 2.208 -5.955
H -1.654 4.527 -4.316
H -0.603 5.343 -5.477
H -0.094 3.794 -4.717
H -2.449 4.038 -6.640
H -0.842 2.859 -8.143
H 0.386 2.950 -6.976
H -0.231 4.473 -7.692
H -2.823 2.099 -5.641
C -2.748 2.912 -2.093
C -3.080 1.612 -2.803
C -3.384 0.431 -1.835
O -4.158 1.854 -3.738
H -2.814 3.699 -2.836
H -1.874 2.839 -1.486
H -3.570 3.078 -1.360
H -2.259 1.352 -3.475
H -3.661 -0.466 -2.364
H -4.169 0.777 -1.151
H -2.477 0.212 -1.266
H -4.962 2.117 -3.283
C 5.925 -0.603 -1.226
C 5.969 -1.092 -2.677
C 4.598 -1.008 -3.360
O 7.000 -0.392 -3.422
H 6.886 -0.577 -0.765
H 5.313 -1.336 -0.686
H 5.555 0.424 -1.143
H 6.260 -2.133 -2.617
H 4.346 0.067 -3.466
H 3.791 -1.384 -2.706
H 4.521 -1.523 -4.301
H 6.940 0.561 -3.192
C 2.025 2.215 -2.654
C 0.745 1.545 -2.217
C 0.733 -0.003 -2.338
O 0.503 1.793 -0.829
H 2.358 1.979 -3.645
H 2.759 1.877 -1.952
H 1.926 3.297 -2.594
H -0.103 2.001 -2.811
H 0.938 -0.276 -3.364
H -0.225 -0.513 -1.951
H 1.555 -0.358 -1.698
H 1.041 2.585 -0.614
C 2.370 5.496 -1.130
C 2.690 4.960 0.254
C 1.764 5.477 1.403
O 2.578 3.548 0.079
H 1.387 5.083 -1.400
H 3.044 5.109 -1.890
H 2.351 6.603 -1.107
H 3.710 5.198 0.628
H 1.804 6.528 1.662
H 2.067 5.056 2.346
H 0.723 5.229 1.260
H 2.724 3.055 0.922
*
```